Record 1
Density functional theory data (ωB97M-V/def2-TZVPD) for 13 unconnected molecules or ions with the total composition C52H139N9O21.

Geometry as XYZ:
```
221
Properties=species:S:1:pos:R:3
C -6.486 0.052 4.132
C -5.236 -0.877 3.834
C -5.278 -1.414 2.407
O -5.100 -0.399 1.446
C -3.870 -0.479 0.720
N -4.034 -0.116 4.082
H -6.308 0.976 3.562
H -6.539 0.237 5.209
H -7.436 -0.404 3.829
H -5.240 -1.751 4.479
H -6.261 -1.864 2.269
H -4.502 -2.189 2.315
H -3.934 -1.176 -0.115
H -3.019 -0.784 1.333
H -3.666 0.500 0.280
H -3.168 -0.621 4.114
H -3.882 0.575 3.363
C -0.051 1.620 0.938
C 0.668 0.334 0.638
C 0.398 -0.230 -0.746
O -0.937 -0.707 -0.860
C -1.195 -1.073 -2.196
N 2.074 0.490 0.870
H 0.042 1.885 1.992
H -1.126 1.604 0.719
H 0.379 2.394 0.286
H 0.338 -0.447 1.327
H 1.144 -0.989 -1.017
H 0.627 0.546 -1.499
H -0.423 -1.766 -2.563
H -1.137 -0.233 -2.886
H -2.222 -1.443 -2.250
H 2.481 1.272 0.390
H 2.599 -0.308 0.525
C 1.578 7.902 -3.350
C 0.734 6.644 -3.205
C 0.066 6.675 -1.853
O -0.746 5.537 -1.707
C -1.230 5.393 -0.387
N -0.113 6.492 -4.400
H 2.377 7.983 -2.614
H 0.952 8.792 -3.338
H 2.080 7.823 -4.316
H 1.444 5.810 -3.249
H -0.596 7.550 -1.822
H 0.778 6.720 -1.006
H -1.678 6.319 -0.007
H -0.443 5.086 0.316
H -1.998 4.610 -0.334
H -0.525 5.574 -4.439
H -0.887 7.142 -4.437
C -4.984 -6.376 -4.932
C -4.352 -7.308 -3.897
C -4.151 -6.649 -2.536
O -3.193 -5.607 -2.658
C -2.911 -4.994 -1.410
N -5.371 -8.375 -3.653
H -5.898 -5.946 -4.517
H -5.292 -6.911 -5.830
H -4.332 -5.529 -5.174
H -3.379 -7.683 -4.239
H -3.671 -7.415 -1.925
H -5.065 -6.272 -2.054
H -2.192 -4.178 -1.556
H -2.386 -5.681 -0.735
H -3.806 -4.534 -0.970
H -5.676 -8.842 -4.502
H -5.083 -9.123 -3.036
C -1.501 0.643 6.864
C -1.203 1.773 5.963
C -0.192 1.435 4.879
O 1.107 1.174 5.374
C 2.062 0.926 4.333
N -2.412 2.235 5.340
H -2.444 0.856 7.370
H -0.702 0.541 7.597
H -1.583 -0.325 6.356
H -0.804 2.603 6.560
H -0.186 2.261 4.162
H -0.616 0.552 4.352
H 2.923 0.397 4.748
H 2.389 1.838 3.817
H 1.717 0.220 3.564
H -2.293 2.667 4.438
H -3.146 1.559 5.386
C 2.713 4.720 0.307
C 3.271 4.198 -0.964
O 3.118 2.792 -0.986
O 2.960 6.133 0.293
H 3.246 4.257 1.140
H 1.644 4.485 0.323
H 4.321 4.466 -1.116
H 2.672 4.605 -1.793
H 3.255 2.405 -1.867
H 2.386 6.571 0.933
C 5.887 3.895 2.317
C 5.520 2.497 2.208
O 5.473 1.860 3.460
O 7.256 4.157 2.531
H 5.290 4.421 3.086
H 5.692 4.411 1.363
H 6.188 2.001 1.496
H 4.499 2.564 1.805
H 5.451 0.897 3.341
H 7.541 3.826 3.390
C -4.698 4.028 2.401
C -3.362 4.420 2.988
O -2.367 3.457 2.711
O -4.486 4.069 0.983
H -5.435 4.794 2.702
H -4.942 2.993 2.682
H -3.481 4.486 4.073
H -3.063 5.398 2.600
H -2.384 3.231 1.774
H -5.267 3.717 0.533
C 3.862 0.250 -3.519
C 2.840 -0.816 -3.716
O 3.442 -2.104 -3.779
O 3.159 1.528 -3.362
H 4.635 0.280 -4.293
H 4.314 0.092 -2.534
H 2.248 -0.660 -4.638
H 2.120 -0.783 -2.871
H 2.813 -2.727 -4.182
H 2.772 1.813 -4.198
C -2.604 -3.011 -5.157
O -1.509 -2.191 -5.016
C -0.303 -2.744 -5.385
C 0.067 -3.995 -4.590
N 1.545 -4.219 -4.524
C 1.867 -5.341 -3.555
C 3.309 -5.795 -3.643
O 3.411 -6.909 -4.470
C 4.720 -7.386 -4.624
H -2.720 -3.790 -4.391
H -2.674 -3.535 -6.125
H -3.505 -2.392 -5.135
H 0.459 -1.988 -5.217
H -0.241 -2.959 -6.466
H -0.457 -4.870 -4.988
H -0.236 -3.800 -3.554
H 1.890 -4.443 -5.455
H 1.212 -6.208 -3.723
H 1.702 -4.888 -2.579
H 3.736 -5.949 -2.626
H 3.905 -4.952 -4.023
H 5.381 -6.764 -5.243
H 4.671 -8.314 -5.215
H 5.180 -7.592 -3.657
C -5.635 -6.586 2.797
O -4.533 -6.027 2.129
C -3.728 -5.257 2.957
C -2.482 -4.765 2.257
N -1.566 -4.107 3.187
C -0.582 -3.256 2.547
C 0.388 -2.729 3.508
O 1.424 -3.649 3.786
C 2.449 -3.110 4.622
H -6.297 -5.821 3.218
H -5.330 -7.243 3.616
H -6.151 -7.188 2.042
H -3.470 -5.807 3.881
H -4.313 -4.426 3.408
H -2.715 -4.061 1.456
H -2.000 -5.616 1.756
H -1.099 -4.801 3.757
H -1.089 -2.449 2.012
H -0.051 -3.806 1.734
H -0.096 -2.440 4.453
H 0.849 -1.857 3.030
H 3.254 -3.848 4.729
H 2.057 -2.891 5.612
H 2.978 -2.266 4.178
C 4.053 -3.079 -0.535
O 3.755 -1.775 -0.103
C 4.819 -1.180 0.603
C 4.991 -1.723 1.992
N 5.920 -0.977 2.810
C 6.148 -1.632 4.119
C 7.062 -0.734 4.932
O 7.325 -1.351 6.200
C 8.472 -2.214 6.179
H 3.331 -3.385 -1.284
H 4.055 -3.808 0.286
H 5.046 -3.124 -1.003
H 4.592 -0.119 0.714
H 5.769 -1.243 0.048
H 5.307 -2.770 1.916
H 3.997 -1.626 2.455
H 6.762 -0.719 2.322
H 6.558 -2.659 3.991
H 5.173 -1.605 4.615
H 6.655 0.265 5.166
H 7.988 -0.529 4.391
H 8.467 -3.035 5.453
H 8.594 -2.694 7.152
H 9.400 -1.652 5.974
C -2.011 9.488 -3.710
O -2.367 8.160 -3.985
C -3.515 7.687 -3.333
C -3.850 6.302 -3.873
N -3.252 5.219 -3.094
C -3.572 3.847 -3.548
C -2.472 2.923 -3.027
O -1.297 3.303 -3.674
C -0.100 2.858 -3.095
H -2.632 10.223 -4.222
H -1.024 9.614 -4.171
H -2.100 9.736 -2.629
H -4.338 8.403 -3.404
H -3.299 7.611 -2.257
H -3.551 6.212 -4.936
H -4.928 6.167 -3.775
H -2.247 5.262 -3.013
H -3.655 3.804 -4.656
H -4.566 3.563 -3.171
H -2.769 1.889 -3.216
H -2.357 3.034 -1.941
H -0.109 2.878 -2.009
H 0.633 3.586 -3.462
H 0.100 1.821 -3.376
```

Its spin multiplicity is 1. As for the lowest unoccupied orbital energy: 0.459 eV. Its total energy is -112577.083 eV.

Results of the Mulliken charge analysis, in e, for atoms 1 through 99:
1 C -1.31
2 C 0.01
3 C -0.18
4 O -0.51
5 C -0.30
6 N 0.00
7 H 0.17
8 H 0.37
9 H 0.38
10 H 0.44
11 H 0.53
12 H -0.16
13 H 0.36
14 H 0.06
15 H 0.09
16 H 0.05
17 H -0.11
18 C 0.17
19 C 1.89
20 C 0.43
21 O 0.33
22 C -0.80
23 N 0.75
24 H -0.35
25 H -0.27
26 H -0.67
27 H -0.73
28 H 0.07
29 H -0.50
30 H -0.01
31 H 0.11
32 H 0.39
33 H -0.50
34 H 0.03
35 C -1.73
36 C 0.99
37 C -0.80
38 O 1.24
39 C -0.98
40 N -0.63
41 H 0.37
42 H 0.31
43 H 0.41
44 H -0.54
45 H 0.26
46 H 0.53
47 H 0.46
48 H 0.17
49 H -0.11
50 H 0.15
51 H 0.52
52 C -1.10
53 C 0.66
54 C -0.94
55 O -0.08
56 C -0.92
57 N -0.68
58 H 0.37
59 H 0.41
60 H -0.01
61 H 0.20
62 H 0.31
63 H 0.40
64 H 0.07
65 H 0.40
66 H 0.42
67 H 0.24
68 H 0.22
69 C -1.63
70 C 0.52
71 C 0.07
72 O -0.50
73 C 0.14
74 N -0.50
75 H 0.47
76 H 0.38
77 H 0.26
78 H 0.32
79 H 0.23
80 H -0.06
81 H 0.20
82 H 0.28
83 H -0.33
84 H 0.17
85 H 0.22
86 C 1.02
87 C 0.14
88 O -0.15
89 O -0.65
90 H -0.13
91 H -0.71
92 H 0.32
93 H -0.33
94 H 0.05
95 H 0.40
96 C -0.78
97 C 0.96
98 O -0.59
99 O -0.60

Record 2
Density functional theory data (ωB97M-V/def2-TZVPD) for 2 unconnected molecules or ions with the total composition C3H8N2O.

Geometry as XYZ:
```
14
Properties=species:S:1:pos:R:3
N 0.310 0.573 -0.752
C 0.083 1.404 1.084
N 1.128 1.830 1.649
H 1.291 0.410 -0.944
H -0.151 1.150 -1.447
H 1.872 1.145 1.774
H -0.739 2.083 0.884
C -0.446 -0.615 -0.387
C 0.154 -1.834 -0.449
O -1.776 -0.439 -0.734
H -2.106 -1.271 -1.096
H -0.420 0.216 1.148
H -0.428 -2.731 -0.315
H 1.227 -1.920 -0.416
```

Its spin multiplicity is 1. As for the lowest unoccupied orbital energy: 0.376 eV. Its total energy is -8264.495 eV.

For reference, the Mulliken charges in units of e are:
1 N -0.49
2 C 0.04
3 N -0.71
4 H 0.23
5 H 0.26
6 H 0.20
7 H 0.34
8 C 0.68
9 C -1.05
10 O -0.49
11 H 0.35
12 H 0.14
13 H 0.29
14 H 0.23

Record 3
Density functional theory data (ωB97M-V/def2-TZVPD) for a molecular structure, C53H43As2Cl3I2IrNO2Si2.

Geometry as XYZ:
```
109
Properties=species:S:1:pos:R:3
Ir 1.019 -0.433 0.782
I 6.142 -0.718 -0.320
C 5.180 -0.530 1.502
C 5.921 -0.449 2.697
C 5.311 -0.293 3.913
I 6.491 -0.204 5.628
C 3.897 -0.182 3.990
C 3.143 0.004 5.171
C 1.783 0.125 5.093
C 1.148 0.065 3.843
N 1.820 -0.108 2.726
C 3.176 -0.251 2.786
C 3.814 -0.458 1.541
O 3.054 -0.534 0.449
H 6.999 -0.519 2.640
H 3.651 0.048 6.125
H 1.179 0.265 5.978
H 0.073 0.158 3.767
C -0.159 2.736 1.826
C 0.743 3.309 0.735
As 1.849 1.833 0.067
C 3.604 2.558 0.495
C 4.222 3.281 -0.525
C 5.415 3.947 -0.281
C 5.998 3.898 0.977
C 5.367 3.206 2.000
C 4.170 2.545 1.764
C 1.878 1.765 -1.851
C 1.025 2.532 -2.634
C 1.127 2.466 -4.018
C 2.047 1.613 -4.609
C 2.879 0.828 -3.820
C 2.809 0.910 -2.439
As -1.105 1.181 1.074
C -2.134 0.414 2.518
C -3.106 1.184 3.155
C -3.817 0.651 4.218
C -3.567 -0.652 4.637
C -2.616 -1.424 3.988
C -1.898 -0.893 2.925
C -2.497 2.097 0.060
C -3.567 1.378 -0.456
C -4.634 2.039 -1.044
C -4.628 3.421 -1.147
C -3.554 4.143 -0.649
C -2.493 3.486 -0.041
H -0.844 3.475 2.240
H 0.440 2.342 2.647
H 1.431 4.059 1.121
H 0.196 3.749 -0.097
H 3.795 3.320 -1.518
H 5.890 4.497 -1.081
H 6.935 4.406 1.162
H 5.802 3.178 2.991
H 3.684 2.051 2.595
H 0.285 3.186 -2.186
H 0.488 3.081 -4.636
H 2.117 1.562 -5.687
H 3.593 0.159 -4.282
H 3.466 0.306 -1.823
H -3.323 2.191 2.814
H -4.571 1.247 4.715
H -4.128 -1.068 5.464
H -2.443 -2.449 4.290
H -1.179 -1.512 2.398
H -3.581 0.303 -0.418
H -5.463 1.464 -1.433
H -5.457 3.936 -1.614
H -3.544 5.223 -0.716
H -1.693 4.084 0.369
Cl 0.411 -4.138 1.100
Si 1.824 -2.719 0.703
Cl 3.235 -3.258 2.109
Cl 2.680 -3.005 -1.112
O -0.280 -1.354 -0.444
Si -1.362 -2.220 -1.356
C -0.616 -3.325 -2.655
C 0.395 -2.800 -3.466
C 0.927 -3.525 -4.519
C 0.448 -4.799 -4.793
C -0.580 -5.326 -4.026
C -1.108 -4.594 -2.971
C -2.645 -3.094 -0.271
C -3.680 -2.329 0.270
C -4.679 -2.879 1.061
C -4.675 -4.239 1.325
C -3.669 -5.032 0.790
C -2.674 -4.467 0.007
C -2.285 -0.937 -2.371
C -3.553 -1.222 -2.888
C -4.183 -0.358 -3.772
C -3.547 0.813 -4.165
C -2.286 1.109 -3.670
C -1.664 0.241 -2.782
H 0.766 -1.797 -3.281
H 1.713 -3.097 -5.130
H 0.865 -5.373 -5.611
H -0.976 -6.308 -4.251
H -1.930 -5.016 -2.408
H -3.718 -1.267 0.076
H -5.459 -2.245 1.466
H -5.454 -4.682 1.932
H -3.663 -6.099 0.977
H -1.918 -5.121 -0.401
H -4.056 -2.141 -2.605
H -5.163 -0.601 -4.163
H -4.032 1.489 -4.858
H -1.792 2.019 -3.980
H -0.669 0.471 -2.417
```

Its spin multiplicity is 2. The expectation value of S² is 0.76. As for the lowest unoccupied orbital energy (alpha / beta): -3.636 / -4.083 eV. Its total energy is -255284.537 eV. The total charge is +1.

Results of the Mulliken charge analysis, in e, for atoms 1 through 99:
1 Ir 3.10
2 I 0.06
3 C -0.35
4 C -0.21
5 C -0.18
6 I 0.11
7 C 1.76
8 C -1.12
9 C -1.48
10 C -0.09
11 N 0.95
12 C -1.30
13 C -0.19
14 O -0.47
15 H 0.48
16 H 0.29
17 H 0.57
18 H 0.09
19 C -1.56
20 C -0.90
21 As 0.93
22 C 0.44
23 C -0.75
24 C -0.90
25 C -0.80
26 C -0.60
27 C -0.35
28 C 0.43
29 C -0.86
30 C -0.47
31 C -0.83
32 C -0.77
33 C 0.18
34 As 0.66
35 C 1.08
36 C -0.74
37 C -0.75
38 C -0.85
39 C -1.12
40 C -0.03
41 C 0.73
42 C 0.57
43 C -0.64
44 C -0.88
45 C -0.92
46 C -1.02
47 H 0.74
48 H 0.60
49 H 0.94
50 H 0.36
51 H 0.49
52 H 0.45
53 H 0.42
54 H 0.50
55 H 0.49
56 H 0.25
57 H 0.51
58 H 0.40
59 H 0.49
60 H -0.23
61 H 0.41
62 H 0.45
63 H 0.43
64 H 0.55
65 H 0.16
66 H -0.17
67 H 0.49
68 H 0.42
69 H 0.47
70 H 0.20
71 Cl -0.30
72 Si 0.24
73 Cl -0.29
74 Cl -0.22
75 O 1.88
76 Si -2.47
77 C 1.25
78 C -0.71
79 C -0.73
80 C -0.69
81 C -0.87
82 C -0.53
83 C 1.54
84 C 0.74
85 C -0.72
86 C -0.78
87 C -0.88
88 C -0.75
89 C 0.27
90 C -0.02
91 C -0.98
92 C -0.82
93 C -0.46
94 C 0.68
95 H 0.54
96 H 0.47
97 H 0.41
98 H 0.43
99 H 0.39

Quick rundown of energy relative to the best compared isomer or geometry (same formula, charge and spin), same order as above: 0.00 111.41 84.52 kcal per mole